1.
Below is the ion C7H17ClNO2 with charge +1 in a non-equilibrium geometry, with properties calculated with ωB97M-V with the def2-TZVPD basis set.

The geometry in XYZ format:
```
28
C7H17ClNO2 ωB97M-V with the def2-TZVPD basis set
H -1.38917 0.60303 -1.39834
H 2.24395 0.99899 1.28813
C 2.00527 0.69289 0.23408
H -0.18035 -2.59533 -2.00031
H 0.00068 -2.03390 1.45895
C -0.68787 -1.88176 -1.25424
H -0.99269 2.23516 1.95702
H -1.43476 2.29570 0.20277
H 0.24740 2.43195 0.72744
C -0.72528 0.42409 1.00564
H 1.46737 -1.36800 3.20745
N 0.23341 -0.69491 -1.11464
H 2.40195 2.37360 -0.66683
C -0.41842 0.43753 -1.88340
C 0.43976 -0.38186 0.29311
H -0.56340 0.11935 2.12371
H 1.24754 -1.02738 -1.32894
H -1.52899 -0.19478 0.67448
O 1.58001 -0.92606 2.31822
H -0.77856 0.02815 -2.87899
C -0.69486 1.97144 0.96828
O 1.62086 1.88722 -0.42092
Cl 3.07854 -0.20257 -0.83635
C 0.94805 -1.55131 1.21523
H 0.36204 1.30426 -1.78021
H 1.50894 -2.12007 0.54853
H -1.62464 -1.59873 -1.64672
H -0.89122 -2.41478 -0.28300
```

Output
HOMO   -13.949 eV
LUMO   -2.56 eV
Charge   +1
SMILES   CC[C@](CO)([C@H](O)Cl)[NH+](C)C



2.
Below is a structure of composition C7H17CoN8S, with properties calculated with ωB97M-V with the def2-TZVPD basis set.

The geometry in XYZ format:
```
34
C7H17CoN8S ωB97M-V with the def2-TZVPD basis set
H 1.60543 -2.12418 -1.24845
H -1.64792 1.09501 -2.50609
H -0.14623 1.34218 2.70816
N 0.67040 2.43129 -4.24599
H 1.46046 -2.91447 2.41406
N -1.82657 -0.01414 -0.04810
H 1.43646 2.09083 2.89347
N -4.25335 0.08405 0.21173
N -1.21131 1.72261 -3.15570
C -2.96796 0.03617 0.15650
H 1.67252 2.43575 -4.34709
N 0.73060 -1.01674 1.74077
H 2.45993 -2.07620 1.23226
N 0.84729 1.61881 0.88477
H 0.06024 -2.50989 -1.50205
C 1.42804 -2.29958 1.51290
H 1.23956 -3.97459 0.16755
N -5.78327 0.57768 2.06247
H -1.80366 2.23760 -3.78902
H 2.52655 -0.03563 2.17316
C 0.88062 1.33541 2.33845
H -0.29538 -3.27081 0.66516
Co 0.22444 -0.14387 -0.21063
N 0.69193 -2.13831 -0.79734
H 1.52280 -0.29941 3.59536
H 1.77641 1.87485 0.55676
S 1.13745 0.77155 -2.28010
C 0.11362 1.70912 -3.28769
H 0.12797 2.95230 -4.91808
H -0.13302 -1.21542 2.24109
H 0.26651 2.42964 0.69121
C 1.49662 -0.03466 2.53699
C -5.03968 0.35796 1.16863
C 0.73249 -3.03489 0.38489
```

Output
HOMO (alpha / beta)   -15.478 / -15.569 eV
LUMO (alpha / beta)   -5.61 / -10.33 eV
Expectation value of S²   6.041
Charge   +2
Multiplicity   5



3.
Below is a structure of composition C7H17InO8SSe2Te2 in a non-equilibrium geometry, with properties calculated with ωB97M-V with the def2-TZVPD basis set.

The geometry in XYZ format:
```
38
C7H17InO8SSe2Te2 ωB97M-V with the def2-TZVPD basis set
S -0.46498 2.67033 -2.41512
H 0.31949 -3.79741 1.40099
Te -3.24828 -2.32703 -2.30369
H 2.68867 1.53495 1.52628
O -0.87754 1.35360 -3.02303
O 1.98011 0.46077 -0.00808
H 1.53398 -3.30319 0.17267
C 1.03201 -2.96947 1.08632
C -0.30560 -1.38834 2.13212
C 0.54938 1.57667 1.55072
H 3.26165 -0.46448 -1.23917
Te -1.13681 -2.05216 -3.99045
H 1.85115 -0.08339 1.89658
H 0.48812 -1.25768 2.88847
C 3.01059 -0.46477 -0.16702
C 1.86758 0.84819 1.36990
O 0.19421 3.56861 -3.33635
C -1.17849 -0.13077 1.90492
H -2.57159 3.80633 -2.51033
H 1.77578 -2.90871 1.90554
O 0.37641 -1.72073 0.90687
H -1.44968 0.32527 2.83301
H -1.72346 4.08643 -0.95016
H -0.87453 -2.26455 2.44320
O -3.17115 -0.42914 -1.74282
Se -2.57584 -3.64609 -0.47745
In -0.24823 0.08930 -1.20824
O -0.54684 0.80665 1.04318
H -2.08879 -0.38766 1.38710
H 2.66874 -1.46121 0.03797
Se 0.64579 -1.97945 -2.22544
H 0.50110 2.47317 0.97980
H 0.35615 1.72904 2.60199
O -2.27652 -0.13793 -0.66727
H -2.50616 2.50267 -1.31828
C -1.95630 3.35150 -1.73305
O 0.25085 2.23526 -1.19442
H 3.84901 -0.24460 0.44273
```

Output
HOMO   -7.947 eV
LUMO   -0.39 eV
Relative energy (zero: lowest compared OMol25 entry of this formula, charge and spin)   0.0 kcal per mole



4.
Below is a cluster of 2 separate species, C7H17N in total in a non-equilibrium geometry, with properties calculated with ωB97M-V with the def2-TZVPD basis set.

The geometry in XYZ format:
```
25
C7H17N ωB97M-V with the def2-TZVPD basis set
N -0.77433 -0.00234 0.93624
H 0.78532 0.27527 -0.75299
C 0.28479 -0.55896 1.68029
H -0.05920 -1.22318 2.47916
H -3.00479 1.12934 -1.85119
H -2.20428 -0.24676 -1.22717
C -0.98264 1.40787 0.64801
H -1.39568 0.54001 -2.58046
H -0.33444 2.04852 -1.35562
C -1.28129 1.76066 -0.84836
C -2.00419 0.69854 -1.70312
H -0.05275 1.91806 1.05922
H 2.19446 0.92706 0.20378
H -1.86671 1.89132 1.11210
H 1.75240 -2.87673 -0.45883
H 2.42619 -1.07798 1.37965
C 1.69783 0.04929 -0.19401
H 0.15440 -2.19599 -0.25229
C 1.45335 -1.02950 0.83667
H 0.99666 -3.07173 1.06579
H 0.76335 0.29988 2.26449
H -0.20910 -0.57054 -0.92708
H 2.36379 -0.39757 -0.93922
C 1.11162 -2.38374 0.25193
H -1.81475 2.68922 -0.82701
```

Output
HOMO   -7.996 eV
LUMO   -0.57 eV
Relative energy (zero: lowest compared OMol25 entry of this formula, charge and spin)   150.5 kcal per mole



5.
Below is an isolated molecule of C7H17N in a non-equilibrium geometry, with properties calculated with ωB97M-V with the def2-TZVPD basis set.

The geometry in XYZ format:
```
25
C7H17N ωB97M-V with the def2-TZVPD basis set
C -0.22912 -0.49042 -0.98079
C 1.68465 1.55769 1.70601
H 1.47428 0.80808 -1.07314
H -3.17622 -1.46127 -1.47746
H 0.02122 1.54124 -0.30760
C 0.64010 0.64850 -0.39207
H -1.66227 0.57557 0.91006
C -2.25575 -0.01419 0.21598
H -3.27328 0.38309 0.13897
C 2.47079 -0.65799 0.77626
H 2.23505 -1.63275 1.20590
H -1.76565 -1.56375 -2.57177
H 0.54750 -0.29865 1.55953
C -2.41245 -0.89169 -2.01736
H -2.98085 -0.22248 -2.67211
H -0.17296 -1.37306 -0.32889
N -1.63207 -0.07261 -1.07931
H -2.32849 -1.01311 0.69083
H 3.36102 -0.29174 1.29588
C 1.25572 0.29531 0.97434
H 0.07690 -0.67395 -2.00055
H 2.66735 -0.81231 -0.28698
H 2.04899 1.34578 2.71573
H 2.54325 2.04171 1.21284
H 0.86230 2.27298 1.78568
```

Output
HOMO   -8.296 eV
LUMO   1.13 eV
Relative energy (zero: lowest compared OMol25 entry of this formula, charge and spin)   25.4 kcal per mole
SMILES   CC(C)CCN(C)C



6.
Below is a cluster of 2 separate species, C7H17N in total in a non-equilibrium geometry, with properties calculated with ωB97M-V with the def2-TZVPD basis set.

The geometry in XYZ format:
```
25
C7H17N ωB97M-V with the def2-TZVPD basis set
H -2.06915 0.34970 -0.28601
H 1.34293 -1.16117 0.28279
H 1.29108 0.05718 -3.29926
H -0.73402 2.16408 0.97844
C -1.40552 0.14909 0.54832
C -1.44084 1.48901 1.42259
H 1.33269 -0.94825 -1.87618
C -1.85038 -1.09790 1.33140
N 1.51824 1.21038 -0.27835
H 0.77412 -1.64575 1.92181
H 1.78474 2.20228 0.05001
H -0.48675 0.23841 0.00849
C 1.25052 0.13868 -2.26037
H 0.21603 0.43883 -2.06583
H 0.89452 -2.81861 0.59759
C 2.10025 1.20858 -1.64151
C -0.96451 -1.68772 0.37394
H -2.48400 1.87654 1.62083
H -3.02908 -1.19073 1.29872
C 0.50948 -1.86043 0.81615
H -1.34797 -2.03109 -0.53985
H 2.06210 2.13465 -2.21307
H -0.98730 1.19227 2.45903
H 3.16326 0.85810 -1.68389
H -1.44044 -1.26612 2.43420
```

Output
HOMO   -5.283 eV
LUMO   -1.12 eV
Relative energy (zero: lowest compared OMol25 entry of this formula, charge and spin)   185.7 kcal per mole



Record order is preserved below.
Total energy: -25632.494; -67903.167; -185199.792; -9018.700; -9024.125; -9017.172 eV